Formula: C24H48N4O5V
Source: OMol25
Level of theory: ωB97M-V with the def2-TZVPD basis set

Geometry as XYZ:
```
82
Properties=species:S:1:pos:R:3:forces:R:3:lowdin_spin:R:1
V -1.192 0.267 -1.227 1.3 1.6 -0.2 1.8633
C -0.228 3.049 2.373 -0.1 0.0 -0.3 -0.0010
C -1.092 2.135 1.492 -0.2 -0.1 0.8 0.0014
C -1.242 0.789 2.237 -0.2 0.1 -0.3 0.0020
C -2.586 0.036 2.161 0.0 0.6 0.9 0.0010
C -3.790 0.971 2.040 0.1 -0.2 -0.1 0.0000
C -2.758 -0.846 3.400 0.1 0.0 -0.3 0.0006
N -2.637 -0.825 0.917 0.1 0.6 -0.7 0.0339
C -1.913 -2.127 0.855 0.5 -0.9 -0.3 0.0015
C -0.491 -2.117 0.285 -0.1 0.0 0.8 0.0035
N -0.326 -1.663 -1.115 0.2 -0.3 -0.2 -0.0004
C -1.060 -2.563 -2.010 -0.8 -0.1 -0.3 0.0010
C -2.515 -2.057 -1.982 0.1 -2.9 -0.2 0.0058
O -3.472 -2.799 -1.936 0.3 0.5 -0.1 0.0052
O -2.548 -0.779 -1.921 -1.1 1.2 -0.3 0.0075
C 1.122 -1.587 -1.437 1.1 -0.1 -0.3 0.0071
C 1.822 -2.950 -1.320 -0.2 0.3 0.2 0.0018
C 1.455 -1.057 -2.852 -0.3 0.1 0.2 0.0006
C 0.844 0.261 -3.401 0.4 -0.5 -0.9 0.0043
C -0.316 0.016 -4.379 0.0 0.1 0.3 0.0056
C 1.934 1.015 -4.188 -0.2 0.0 0.3 -0.0006
N 0.330 1.089 -2.290 -0.2 0.3 -0.4 0.0045
C 1.362 1.660 -1.417 0.5 0.6 0.6 0.0055
C 0.868 1.885 0.022 0.8 0.0 0.1 0.0029
N -0.578 2.064 0.096 0.0 -0.5 -0.4 -0.0031
C -1.002 3.264 -0.631 -0.9 0.1 -0.8 0.0003
C -2.125 2.868 -1.648 1.0 2.9 0.5 0.0041
O -2.615 3.688 -2.383 0.1 -0.5 0.1 0.0018
O -2.401 1.627 -1.557 -1.5 -1.6 -0.5 0.0100
H -0.776 3.320 3.270 -0.1 0.0 0.1 -0.0001
H 0.029 3.969 1.855 0.1 0.2 0.0 0.0000
H 0.685 2.543 2.673 0.1 -0.1 0.0 0.0000
H -2.076 2.601 1.412 0.1 0.0 -0.1 0.0000
H -1.116 1.031 3.293 0.0 -0.1 0.0 0.0002
H -0.403 0.131 1.985 0.3 -0.1 0.2 0.0005
H -3.741 1.752 2.793 0.1 0.1 0.0 0.0000
H -4.717 0.425 2.202 -0.1 -0.1 0.0 0.0000
H -3.833 1.433 1.054 -0.1 0.1 -0.1 0.0001
H -2.989 -0.224 4.260 0.0 0.2 0.0 0.0001
H -1.860 -1.408 3.642 0.1 0.0 0.0 0.0000
H -3.589 -1.537 3.276 -0.1 -0.1 0.0 0.0001
H -3.626 -1.003 0.711 0.1 0.1 -0.2 0.0006
H -2.298 -0.197 0.136 -1.7 -1.0 1.9 0.0172
H -2.534 -2.823 0.284 -0.1 0.2 0.2 0.0001
H -1.836 -2.519 1.869 0.0 0.1 -0.1 0.0001
H -0.174 -3.167 0.363 0.0 0.2 0.0 -0.0002
H 0.204 -1.528 0.912 0.2 0.0 0.1 0.0005
H -1.007 -3.616 -1.707 0.0 0.3 -0.1 -0.0003
H -0.693 -2.454 -3.032 0.0 -0.1 0.0 0.0000
H 1.552 -0.933 -0.668 -0.1 -0.1 0.0 0.0009
H 1.334 -3.694 -1.945 0.0 -0.1 -0.1 0.0001
H 1.842 -3.295 -0.292 0.0 -0.1 0.1 0.0000
H 2.855 -2.856 -1.645 0.0 0.0 0.0 0.0002
H 1.255 -1.848 -3.576 0.1 0.0 -0.1 0.0001
H 2.539 -0.930 -2.851 0.0 -0.1 0.1 0.0000
H -0.026 -0.723 -5.124 0.0 0.0 0.0 0.0003
H -0.562 0.934 -4.916 0.0 0.0 0.0 0.0001
H -1.223 -0.323 -3.878 0.0 -0.1 -0.1 0.0030
H 2.296 0.393 -5.003 0.0 -0.1 0.0 0.0000
H 2.783 1.275 -3.562 0.1 0.0 0.0 0.0000
H 1.538 1.932 -4.622 -0.1 0.1 0.0 0.0001
H -0.164 1.860 -2.745 0.1 0.1 0.0 0.0046
H 1.734 2.599 -1.842 -0.1 -0.2 -0.1 -0.0001
H 2.205 0.974 -1.366 0.0 0.0 0.0 0.0002
H 1.398 2.756 0.421 0.0 -0.1 0.0 0.0004
H 1.133 1.013 0.649 0.2 -0.1 0.0 0.0006
H -0.182 3.730 -1.183 0.0 -0.1 0.1 -0.0001
H -1.414 4.035 0.024 0.1 -0.1 0.0 0.0000
C 3.652 0.537 1.909 -0.4 -0.4 0.3 0.0001
C 2.647 -0.600 2.238 0.9 -0.1 0.0 0.0000
C 2.338 -0.544 3.744 0.1 -0.1 -0.4 0.0000
C 3.368 -1.936 1.926 -0.3 0.5 0.3 0.0000
O 1.519 -0.474 1.481 -0.9 -0.1 -0.4 0.0005
H 4.574 0.396 2.464 0.2 0.1 0.0 0.0000
H 3.219 1.496 2.184 0.0 0.2 0.0 0.0000
H 3.879 0.539 0.845 0.0 0.0 -0.2 0.0000
H 3.260 -0.560 4.317 0.1 0.0 0.3 0.0000
H 1.729 -1.393 4.046 -0.1 -0.1 0.0 0.0000
H 1.797 0.371 3.976 -0.1 0.2 0.0 0.0000
H 4.277 -2.005 2.517 0.2 -0.2 0.0 0.0000
H 3.625 -1.987 0.870 0.1 0.0 -0.1 0.0000
H 2.720 -2.776 2.171 -0.1 -0.1 0.0 0.0000
```
Positions in Å, forces in eV/Å.

Properties
- Orbital gap (alpha / beta): 5.73 / 6.45 eV
- HOMO energy (alpha / beta): -10.13 / -10.13 eV
- Total charge: +1
- Multiplicity: 3